No. 1
Entry from the OMol25 dataset: C25H36GaNO3 as an isolated structure (the ωB97M-V functional and the def2-TZVPD basis).

Geometry as ORCA input:
```
! wB97M-V def2-TZVPD RIJCOSX def2/J DEFGRID3
* xyz -2 1
Ga -0.9443 0.1319 -2.6386
C 1.4833 0.1034 0.3776
O 1.5607 1.4070 -0.1668
C 1.3071 2.3888 0.8120
C 1.4751 3.7664 0.2119
O 0.3971 4.2225 -0.5868
C -0.6322 4.9062 0.0922
C -1.8803 4.0857 0.3366
O -2.5140 3.8116 -0.8868
C -3.4297 2.7386 -0.7792
H 2.2715 -0.0507 1.1290
H 0.5119 -0.0603 0.8555
H 1.6089 -0.6037 -0.4412
H 0.3069 2.2544 1.2368
H 2.0268 2.2815 1.6410
H 1.6604 4.4811 1.0259
H 2.3498 3.7521 -0.4436
H -0.2758 5.2788 1.0626
H -0.9037 5.7689 -0.5266
H -1.6437 3.1650 0.8815
H -2.5483 4.6756 0.9913
H -4.2877 3.0181 -0.1496
H -3.7737 2.5064 -1.7854
H -2.9554 1.8545 -0.3459
C -1.8550 0.9341 2.0340
C -1.2531 1.2901 3.1895
C -1.2016 2.6498 3.7113
C -0.5333 2.9449 4.8767
C 0.1433 1.9851 5.6353
C 0.1098 0.6660 5.1515
C -0.5449 0.3067 4.0036
H -1.7185 3.4407 3.1815
H -0.5363 3.9804 5.2110
H 0.6692 2.2455 6.5444
H 0.6239 -0.1163 5.7050
H -0.5334 -0.7246 3.6752
C -1.1960 -2.6085 1.4183
C -1.1362 -2.3883 -0.0898
C -2.4638 -2.7938 -0.7368
C 0.0243 -3.0638 -0.7848
C 0.6087 -4.1974 -0.2496
C 1.6658 -4.8553 -0.8752
C 2.1421 -4.3236 -2.0662
C 1.6025 -3.1838 -2.6453
C 2.2307 -2.6801 -3.9328
C 1.2562 -2.6977 -5.1138
C 2.8686 -1.2978 -3.7649
C 0.4943 -2.5060 -2.0326
N -0.0751 -1.4249 -2.5711
H -1.9585 -1.9543 1.8484
H -0.2410 -2.3691 1.8921
H -1.4540 -3.6418 1.6749
H -1.0202 -1.3126 -0.2484
H -2.6423 -3.8643 -0.5870
H -2.4373 -2.5919 -1.8084
H -3.2963 -2.2371 -0.2966
H 0.2371 -4.5861 0.6935
H 2.1114 -5.7420 -0.4389
H 2.9774 -4.8082 -2.5691
H 3.0409 -3.3825 -4.1699
H 0.4090 -2.0487 -4.8957
H 0.8819 -3.7106 -5.2862
H 1.7490 -2.3514 -6.0295
H 2.1024 -0.5647 -3.5169
H 3.3762 -0.9889 -4.6855
H 3.6016 -1.3111 -2.9545
*
```

Output
HOMO energy (alpha / beta) = -0.006 / -0.006 hartree
Kohn-Sham gap (alpha / beta) = 5.268 / 5.262 eV



No. 2
Entry from the OMol25 dataset: a 3-piece molecular cluster, C18H49N7O3P2 overall (the ωB97M-V functional and the def2-TZVPD basis).

Geometry as ORCA input:
```
! wB97M-V def2-TZVPD RIJCOSX def2/J DEFGRID3
* xyz 0 1
C 4.4915 -2.0068 3.2084
C 4.1799 -1.4810 2.0116
C 3.5479 -0.1380 1.7403
C 2.4105 0.2623 2.6757
N 2.8019 0.2685 4.0987
C 1.1082 -0.5104 2.4622
O 1.2790 -1.8063 1.9140
C 0.7540 -2.8082 2.7641
H 4.9456 -1.4269 3.9989
H 4.2573 -3.0439 3.4259
H 4.4401 -2.0622 1.1299
H 4.2847 0.6712 1.6934
H 3.1298 -0.1897 0.7358
H 2.1770 1.3068 2.4366
H 1.9703 0.2483 4.6695
H 3.3407 1.0966 4.3068
H 0.5056 -0.5214 3.3715
H 0.5096 0.0569 1.7466
H 1.1138 -3.7653 2.3941
H -0.3387 -2.8113 2.7393
H 1.1126 -2.6515 3.7827
O 3.7025 1.0416 -2.6820
P 2.7027 0.7361 -3.7589
N 2.0589 -0.7760 -3.2430
C 2.8472 -1.9921 -3.3306
C 1.4259 -0.6656 -1.9324
N 3.7741 0.6859 -5.1127
C 4.0453 -0.5025 -5.8873
C 4.9587 1.5314 -5.0203
N 1.3754 1.0702 -4.7589
C 0.2489 0.1985 -5.0449
C 1.4203 2.2825 -5.5651
H 2.3056 -2.8112 -2.8552
H 3.8309 -1.9051 -2.8500
H 2.9843 -2.3024 -4.3656
H 0.7848 0.2210 -1.8913
H 2.1621 -0.5880 -1.1262
H 0.7879 -1.5306 -1.7416
H 4.6900 -1.2122 -5.3521
H 4.5502 -0.2325 -6.8186
H 3.1225 -1.0070 -6.1834
H 5.7685 1.0590 -4.4500
H 4.7228 2.4782 -4.5396
H 5.3249 1.7606 -6.0245
H 0.5612 -0.6887 -5.6000
H -0.4863 0.7333 -5.6499
H -0.2720 -0.1189 -4.1443
H 1.6530 2.0473 -6.6083
H 2.1822 2.9692 -5.1986
H 0.4675 2.8167 -5.5296
O -2.1638 0.0586 2.5938
P -3.4961 0.6987 2.3328
N -4.1246 0.8961 3.9269
C -4.5764 -0.2500 4.6953
C -3.2655 1.7532 4.7374
N -4.2162 -0.5602 1.3964
C -5.3615 -1.3336 1.8169
C -3.2947 -1.3757 0.6122
N -4.5343 1.8599 1.6706
C -5.5997 2.5780 2.3500
C -4.4938 2.0624 0.2283
H -4.8307 0.0681 5.7075
H -3.8249 -1.0483 4.7633
H -5.4967 -0.6638 4.2869
H -2.9759 2.6456 4.1744
H -2.3481 1.2415 5.0528
H -3.8043 2.0926 5.6243
H -5.1092 -2.0627 2.5980
H -5.7693 -1.8861 0.9666
H -6.1710 -0.6912 2.1714
H -2.8324 -2.1758 1.2049
H -2.4944 -0.7668 0.1965
H -3.8281 -1.8267 -0.2284
H -6.4013 1.9037 2.6586
H -6.0268 3.3249 1.6780
H -5.2458 3.1223 3.2226
H -5.3511 1.5840 -0.2548
H -3.5871 1.6391 -0.2020
H -4.4975 3.1260 -0.0218
*
```

Output
HOMO energy = -0.275 hartree
Kohn-Sham gap = 7.962 eV



No. 3
Entry from the OMol25 dataset: a 20-piece molecular cluster, C77H130F9N7O36S10 overall (the ωB97M-V functional and the def2-TZVPD basis).

Geometry as ORCA input:
```
! wB97M-V def2-TZVPD RIJCOSX def2/J DEFGRID3
* xyz 0 1
C 5.0155 -2.0679 -4.2541
C 4.9856 -1.0276 -5.3969
O 4.1882 0.0701 -5.0660
C 4.1770 1.1861 -5.7779
O 4.6584 1.3766 -6.9328
C 3.2965 2.2773 -5.0408
F 4.1070 3.3285 -4.8062
F 2.4159 2.7541 -5.8942
F 2.7010 1.8252 -3.8731
H 5.8644 -2.7389 -4.3855
H 4.0877 -2.6294 -4.1441
H 5.2388 -1.4902 -3.3572
H 4.5908 -1.4100 -6.3382
H 5.9987 -0.6932 -5.6206
C -1.1682 5.2297 -2.1082
C -1.2186 6.1495 -3.3192
O -0.3446 7.2047 -3.0817
C -0.3857 8.3753 -3.7349
O -1.1236 8.5843 -4.7549
C 0.4635 9.5327 -3.2548
F 1.1359 9.2712 -2.0968
F 1.3903 9.8770 -4.1806
F -0.3240 10.6015 -3.1257
H -1.9191 4.4437 -2.1884
H -1.4532 5.7798 -1.2113
H -0.1833 4.7860 -1.9626
H -2.2654 6.4271 -3.4434
H -0.9907 5.6121 -4.2397
C -7.8867 1.0408 0.1136
C -6.7012 1.4484 0.9164
O -6.3709 0.3480 1.7745
C -5.0432 0.3199 2.2448
O -4.2332 1.1640 1.9692
C -4.7390 -0.7886 3.3160
F -5.7431 -1.7085 3.4909
F -3.5923 -1.3844 2.9739
F -4.5294 -0.1175 4.4155
H -8.7925 0.8404 0.6859
H -7.6860 0.1672 -0.5065
H -8.0079 1.8487 -0.6080
H -7.0443 2.2884 1.5204
H -5.8415 1.7567 0.3216
O 4.9216 0.3412 1.7622
S 5.4762 0.7326 0.4897
O 4.9071 0.2867 -0.8275
O 5.7481 2.3361 0.4466
C 5.8026 3.1805 1.6528
C 6.5486 4.4121 1.1919
C 7.2703 0.3331 0.3718
H 6.3477 2.6745 2.4497
H 4.7622 3.3191 1.9468
H 5.9531 4.9731 0.4716
H 7.4974 4.2118 0.6941
H 6.7522 5.0490 2.0527
H 7.8944 0.9822 0.9860
H 7.5760 0.5629 -0.6489
H 7.3862 -0.6962 0.7114
O 4.7629 -8.1910 2.8195
S 5.1088 -6.8994 3.4306
O 6.2880 -6.7534 4.2930
O 5.0784 -5.7275 2.2535
C 5.1488 -4.3663 2.6548
C 3.9257 -3.7129 2.0886
C 3.5481 -6.3513 4.3720
H 6.0478 -3.8901 2.2636
H 5.2358 -4.1749 3.7243
H 4.0422 -3.4191 1.0454
H 3.7331 -2.7552 2.5720
H 2.9983 -4.2586 2.2625
H 3.7423 -5.3504 4.7575
H 3.4709 -6.9947 5.2484
H 2.7330 -6.4438 3.6542
O -0.5904 -3.3484 6.4412
S -0.8014 -4.3161 5.4373
O 0.2511 -5.2637 5.0763
O -2.1532 -5.1834 5.8173
C -3.1680 -4.7553 6.8010
C -4.0891 -3.6122 6.3792
C -1.3979 -3.4898 3.8169
H -2.7550 -4.6058 7.7985
H -3.7933 -5.6467 6.7502
H -3.5052 -2.7017 6.2445
H -4.7740 -3.3626 7.1896
H -4.6231 -3.8247 5.4530
H -0.4380 -3.1532 3.4251
H -2.0663 -2.6608 4.0496
H -1.9814 -4.1415 3.1666
O -5.6524 1.9248 -4.3815
S -6.7223 2.1697 -3.4047
O -7.6983 1.1813 -3.0298
O -5.9717 2.6665 -1.9785
C -4.9559 3.6449 -1.9766
C -4.6453 3.9394 -0.4782
C -7.6565 3.7006 -3.8954
H -5.2901 4.5711 -2.4439
H -4.0286 3.3126 -2.4433
H -4.1513 3.0643 -0.0562
H -5.6089 4.1544 -0.0163
H -4.0602 4.8530 -0.3729
H -8.4598 3.8221 -3.1688
H -8.0058 3.5626 -4.9187
H -6.9091 4.4930 -3.8567
O -1.6791 -8.7420 -4.3082
S -0.6887 -7.7602 -3.7676
O 0.5303 -7.5163 -4.6025
O -1.4033 -6.3435 -3.2303
C -0.5988 -5.1423 -3.3525
C -1.2985 -3.9011 -2.9163
C -0.1541 -8.3130 -2.0844
H -0.3486 -4.9914 -4.4026
H 0.3339 -5.2479 -2.7983
H -1.2887 -3.7460 -1.8375
H -2.3187 -3.9237 -3.2993
H -0.9157 -3.0325 -3.4522
H -1.0220 -8.1941 -1.4358
H 0.6722 -7.6238 -1.9102
H 0.1333 -9.3625 -2.1481
O -3.2653 -1.6361 -7.6710
S -2.9352 -2.1333 -6.3556
O -1.9795 -1.5233 -5.4137
O -4.2970 -2.5090 -5.4412
C -5.4686 -2.8409 -6.1287
C -6.6440 -2.0095 -5.7017
C -2.3817 -3.8365 -6.6210
H -5.7592 -3.8829 -5.9947
H -5.4354 -2.7364 -7.2132
H -7.5110 -1.9580 -6.3603
H -6.3457 -0.9703 -5.5625
H -6.9986 -2.4072 -4.7508
H -1.6341 -3.7769 -7.4119
H -3.2235 -4.3931 -7.0330
H -2.0513 -4.2887 -5.6859
O -0.3641 0.0407 2.5282
S 0.1906 -0.5038 1.2648
O 0.0101 -1.8744 0.8782
O -0.2195 0.4693 -0.0780
C 0.0015 -0.0719 -1.3626
C -0.1109 1.1973 -2.3199
C 1.9755 -0.0561 1.2981
H -0.7544 -0.8221 -1.5949
H 1.0351 -0.4116 -1.4278
H 0.6987 1.9272 -2.3199
H -0.9953 1.7907 -2.0880
H -0.2161 0.8280 -3.3400
H 2.3628 -0.3374 0.3189
H 2.3858 -0.5771 2.1631
H 1.9907 1.0162 1.4933
O -0.4080 1.6395 -5.7931
S -1.5139 2.6045 -5.8165
O -1.9117 3.3310 -4.5729
O -1.3032 3.6996 -7.0518
C -2.1618 4.8701 -7.2675
C -1.2895 6.0957 -7.4534
C -2.9074 1.7296 -6.5252
H -2.8718 5.0443 -6.4590
H -2.6999 4.6776 -8.1956
H -0.8088 6.1611 -6.4773
H -1.8560 7.0090 -7.6348
H -0.5750 5.9614 -8.2656
H -2.8172 0.6930 -6.2007
H -2.8202 1.8474 -7.6053
H -3.7965 2.1625 -6.0667
O -2.3619 5.4705 1.2890
S -1.7098 4.8020 2.3932
O -0.4810 5.3335 2.9417
O -2.8126 4.5255 3.5887
C -4.1752 4.9480 3.4705
C -5.1115 3.9659 4.2260
C -1.3504 3.1101 1.9532
H -4.5487 5.0127 2.4486
H -4.3168 5.9074 3.9681
H -5.0253 4.0441 5.3098
H -4.8000 2.9475 3.9941
H -6.1542 4.2308 4.0510
H -0.9061 2.6827 2.8521
H -0.6845 2.9436 1.1064
H -2.1911 2.5125 1.6009
O 2.1986 -2.5254 4.4757
S 3.1972 -2.1597 5.4515
O 4.6304 -2.3674 5.2545
O 2.9224 -0.5663 5.7599
C 3.9966 0.1818 6.2799
C 3.4643 1.1498 7.3678
C 2.6391 -3.0190 7.0223
H 4.4094 0.7565 5.4508
H 4.7925 -0.3850 6.7629
H 2.5008 1.5913 7.1131
H 4.1881 1.9351 7.5858
H 3.2831 0.6603 8.3247
H 1.5945 -2.7520 7.1823
H 3.3727 -2.7620 7.7864
H 2.7413 -4.0919 6.8592
N -4.9203 -2.5342 -2.1795
C -4.8255 -1.2118 -2.5546
C -4.0067 -0.3329 -1.7957
C -3.2922 -0.7832 -0.6892
C -3.2999 -2.1491 -0.4133
C -4.1822 -2.9857 -1.1165
H -5.3891 -0.7902 -3.3737
H -4.0081 0.7232 -2.0213
H -2.7527 -0.0395 -0.1215
H -2.8438 -2.4805 0.5079
H -4.2763 -4.0421 -0.9123
N -0.9123 -7.7227 1.3982
C 0.4530 -7.8898 1.4298
C 1.3239 -6.8274 1.1581
C 0.8181 -5.5223 0.9796
C -0.5817 -5.3304 0.9232
C -1.3717 -6.5047 1.1206
H 0.8540 -8.8883 1.5219
H 2.3895 -7.0031 1.1558
H 1.5258 -4.7415 0.7434
H -1.0585 -4.3692 0.8006
H -2.4500 -6.4428 1.1251
N -1.9251 1.1766 7.9806
C -0.7518 0.5138 8.1684
C -0.0559 -0.1260 7.1370
C -0.6075 -0.0577 5.8800
C -1.7961 0.6130 5.6340
C -2.4565 1.1594 6.7311
H -0.4901 0.2548 9.1837
H 0.7983 -0.7838 7.2013
H -0.0964 -0.5599 5.0719
H -2.2519 0.6204 4.6549
H -3.4159 1.6420 6.6168
N 2.4564 3.4009 0.3363
C 2.8713 3.3871 -0.9471
C 2.7056 4.4755 -1.8944
C 2.1554 5.6865 -1.3859
C 1.7623 5.7197 -0.0338
C 1.8062 4.5576 0.7459
H 3.3944 2.4823 -1.2193
H 3.1134 4.4370 -2.8937
H 1.7921 6.4637 -2.0418
H 1.2097 6.5828 0.3070
H 1.4378 4.5611 1.7611
N 1.8490 -3.9323 -5.4720
C 1.5577 -2.5919 -5.3219
C 1.0140 -1.8881 -6.3942
C 0.7912 -2.4448 -7.6329
C 1.0309 -3.8141 -7.7642
C 1.5853 -4.5728 -6.6958
H 1.8188 -1.9526 -4.4915
H 0.8415 -0.8584 -6.1180
H 0.4572 -1.8611 -8.4780
H 0.8958 -4.1321 -8.7875
H 1.8052 -5.6207 -6.8369
N 8.4619 1.2261 3.6627
C 7.3561 0.4879 3.9149
C 7.3078 -0.8842 3.6364
C 8.4445 -1.5494 3.2605
C 9.6644 -0.8285 3.1519
C 9.6079 0.5741 3.3722
H 6.5008 1.0572 4.2479
H 6.5153 -1.5413 3.9628
H 8.4376 -2.6218 3.1331
H 10.5665 -1.3522 2.8720
H 10.4669 1.2125 3.2278
N 2.8400 4.4852 4.2957
C 2.7131 3.1356 4.2135
C 1.5430 2.5605 4.7443
C 0.5652 3.3223 5.3404
C 0.7208 4.6901 5.5173
C 1.8850 5.1928 4.9603
H 3.3896 2.5201 3.6390
H 1.4727 1.4847 4.8088
H -0.3265 2.8042 5.6612
H 0.0411 5.3463 6.0404
H 2.0223 6.2637 4.9887
*
```

Output
HOMO energy = -0.343 hartree
Kohn-Sham gap = 9.173 eV



No. 4
Entry from the OMol25 dataset: one molecule with the formula C4H5Cl3 (the ωB97M-V functional and the def2-TZVPD basis).

Geometry as ORCA input:
```
! wB97M-V def2-TZVPD RIJCOSX def2/J DEFGRID3
* xyz 0 1
C -0.8897 -0.0830 0.3749
C -0.9747 1.3819 0.7374
C -1.5565 1.8901 -0.6876
C 0.4944 -0.5028 -0.1562
Cl -2.1668 1.8425 1.9452
Cl -0.5063 2.0735 -2.0105
Cl -3.2560 1.5600 -1.0786
H -1.7777 -0.5867 0.2394
H -0.0626 1.9880 0.9847
H 1.3146 -0.1871 0.4995
H 0.7320 0.1401 -1.0197
H 0.4163 -1.5554 -0.5025
*
```

Output
HOMO energy (alpha / beta) = -0.303 / -0.304 hartree
Kohn-Sham gap (alpha / beta) = 8.315 / 8.130 eV



No. 5
Entry from the OMol25 dataset: one molecule with the formula C3H6N2O (the ωB97M-V functional and the def2-TZVPD basis).

Geometry as ORCA input:
```
! wB97M-V def2-TZVPD RIJCOSX def2/J DEFGRID3
* xyz 0 1
C 0.8546 -0.1388 -0.0857
C -1.1447 1.0445 -0.5346
C 1.8086 -0.8261 0.8019
N -0.2056 0.3860 0.3283
N -2.3139 0.3783 -0.4951
O -0.9460 2.0664 -1.1621
H 1.0964 0.0218 -1.0797
H 2.8730 -0.4227 0.9521
H 1.2364 -0.9632 1.7135
H 2.0582 -1.9164 0.5097
H -2.2471 -0.4838 -0.0136
H -3.0699 0.8541 -0.9349
*
```

Output
HOMO energy = -0.354 hartree
Kohn-Sham gap = 10.568 eV



No. 6
Entry from the OMol25 dataset: C5H12NO as an isolated structure (the ωB97M-V functional and the def2-TZVPD basis).

Geometry as ORCA input:
```
! wB97M-V def2-TZVPD RIJCOSX def2/J DEFGRID3
* xyz -1 1
C 1.7761 1.5287 0.4535
C 0.9916 0.3230 0.8048
C -0.4115 0.6498 0.3010
C -1.2372 -0.6544 0.2800
C -2.4511 -0.5216 -0.6141
O -3.2255 0.5318 -0.3252
N 1.4062 -0.8098 1.5004
H 1.5718 1.8351 -0.5688
H 2.8889 1.5683 0.6909
H 1.2295 1.3430 1.4665
H 2.1462 -1.3346 -1.9070
H -0.2107 0.9722 -0.8417
H -1.0713 1.3791 0.8271
H -0.6606 -1.5661 -0.1413
H -1.3941 -0.8677 1.2947
H -2.8969 -1.5795 -0.5836
H -1.9847 -0.4065 -1.7162
H 1.3674 -1.1125 -1.9078
H 2.1660 -1.2783 0.9870
*
```

Output
HOMO energy = -0.088 hartree
Kohn-Sham gap = 5.861 eV



No. 7
Entry from the OMol25 dataset: one molecule with the formula C4H11N2O (the ωB97M-V functional and the def2-TZVPD basis).

Geometry as ORCA input:
```
! wB97M-V def2-TZVPD RIJCOSX def2/J DEFGRID3
* xyz 0 2
N -1.0549 -1.8995 0.2243
C -0.6718 -0.4452 -0.0464
C -0.9241 0.2068 1.2869
C 0.8177 -0.4994 -0.3628
N 1.5684 0.5764 -0.7019
C 1.0681 1.9607 -0.8631
O 1.2444 -1.6567 -0.4660
H -0.8749 -2.3948 -0.7285
H -0.3026 -2.3086 0.8696
H -1.9366 -2.0481 0.5467
H -1.2401 0.0341 -0.8148
H -0.3351 0.2084 2.1739
H -0.9246 1.3609 1.1638
H -1.9179 -0.1980 1.5455
H 2.5609 0.3400 -1.0829
H 0.9510 2.1371 -2.0242
H 1.8382 2.6260 -0.3130
H 0.1338 1.9999 -0.4070
*
```

Output
HOMO energy (alpha / beta) = -0.118 / -0.374 hartree
Kohn-Sham gap (alpha / beta) = 3.842 / 10.698 eV
Expectation value of S² = 0.75



No. 8
Entry from the OMol25 dataset: one molecule with the formula C5H10N2S (the ωB97M-V functional and the def2-TZVPD basis).

Geometry as ORCA input:
```
! wB97M-V def2-TZVPD RIJCOSX def2/J DEFGRID3
* xyz 0 1
C 1.2992 1.4667 -0.9232
C 1.7306 0.2055 -0.0610
C 0.5877 -0.7703 0.3392
C 0.3168 -0.7457 1.6531
C -1.2830 -1.2601 -0.9526
H 0.3687 1.9059 -0.3272
H 2.1041 2.2580 -1.0148
H 1.0924 1.0489 -1.9102
H 2.3892 -0.3707 -0.7207
H 2.2514 0.4669 0.8413
H 1.0931 -0.4306 2.4354
H -0.4408 -1.4400 2.0233
H -1.7706 -2.0503 -1.5571
H -3.1854 -0.5817 -0.7132
H -2.1623 0.8702 1.7378
N -0.0807 -1.3259 -0.6774
N -2.2799 -0.3976 -0.4674
S -2.0306 1.1507 0.2950
*
```

Output
HOMO energy = -0.300 hartree
Kohn-Sham gap = 8.758 eV



| no. | maximum force (eV Å⁻¹) |
| --- | --- |
| 1 | 0.22 |
| 2 | 5.16 |
| 3 | 6.30 |
| 4 | 4.98 |
| 5 | 2.81 |
| 6 | 4.73 |
| 7 | 6.52 |
| 8 | 4.93 |